Record 1
{"formula": "CH5O2PS2", "method": "ωB97M-V with the def2-TZVPD basis set", "largest_force_ev_per_a": 5.90, "homo_ha": -0.339, "relative_energy_ev": 1.666, "homo_lumo_gap_ev": 9.312, "symbols": ["C", "O", "O", "P", "S", "S", "H", "H", "H", "H", "H"], "positions_angstrom": [[-0.2515, -0.8347, -0.1145], [1.9847, 0.6050, 1.4434], [2.6140, 0.5506, -0.9699], [1.8903, 1.4750, 0.3090], [-2.3296, 1.3532, 0.3877], [-0.6322, 0.9924, -0.6422], [0.6688, -1.0329, -0.4357], [-1.0259, -1.2322, -0.7829], [-0.5553, -1.1473, 0.9109], [-1.9677, 1.9162, 1.5879], [2.3918, 0.9764, -1.8799]], "forces_ev_per_angstrom": [[-5.670, 1.608, 0.278], [-0.064, -1.354, 2.019], [-1.749, 1.968, -1.151], [1.536, 0.767, -2.813], [-0.769, 0.415, 0.518], [0.542, -1.402, 0.982], [3.801, -0.948, -0.987], [0.562, -0.716, 0.185], [0.733, 0.931, -0.608], [0.371, -0.335, -0.658], [0.707, -0.933, 2.236]]}


Record 2
{"formula": "CH5O3", "method": "ωB97M-V with the def2-TZVPD basis set", "largest_force_ev_per_a": 3.36, "homo_ha": [-0.175, -0.352], "relative_energy_ev": 0.680, "spin_multiplicity": 2, "homo_lumo_gap_ev": [4.667, 9.458], "symbols": ["O", "H", "H", "H", "O", "C", "O", "H", "H"], "positions_angstrom": [[1.5690, 0.2086, -1.5510], [1.9813, 1.0173, -1.8642], [1.1968, -0.2760, -2.2976], [0.9211, 0.0288, -0.5918], [-0.1479, 0.0929, 0.0004], [-1.0072, -0.3709, 0.8632], [-0.8610, -0.1612, 2.2284], [-1.9915, -0.7515, 0.6011], [-1.6605, 0.2120, 2.6115]], "forces_ev_per_angstrom": [[1.437, -0.588, -1.322], [-0.097, 0.257, 0.221], [-0.082, 0.087, 0.063], [-2.755, 0.088, 1.915], [1.137, 0.869, -0.875], [-0.463, -1.296, 0.578], [0.725, 0.310, 0.030], [0.181, 0.234, -0.454], [-0.081, 0.039, -0.155]]}


Record 3
{"formula": "CH5O3", "method": "ωB97M-V with the def2-TZVPD basis set", "largest_force_ev_per_a": 1.01, "homo_ha": -0.612, "total_charge": 1, "relative_energy_ev": 0.397, "homo_lumo_gap_ev": 12.660, "symbols": ["O", "H", "H", "H", "O", "C", "O", "H", "H"], "positions_angstrom": [[-1.9620, 0.0405, 0.6572], [-2.1021, -0.9008, 0.4547], [-2.7831, 0.5567, 0.7602], [-1.0511, 0.5326, 0.3177], [0.1558, 0.5931, -0.3349], [1.2141, 0.0733, -0.5866], [2.1442, -0.0323, 0.3155], [1.4991, -0.2868, -1.5773], [2.8852, -0.5763, -0.0065]], "forces_ev_per_angstrom": [[-0.190, 0.611, 0.416], [0.064, 0.342, -0.094], [0.256, -0.235, -0.105], [-0.030, -0.921, -0.222], [-0.935, 0.362, -0.105], [0.897, 0.005, -0.082], [0.250, -0.449, 0.324], [-0.302, -0.023, -0.232], [-0.009, 0.307, 0.101]]}


Record 4
{"formula": "CH5O3PS", "method": "ωB97M-V with the def2-TZVPD basis set", "largest_force_ev_per_a": 5.28, "homo_ha": [-0.316, -0.314], "relative_energy_ev": 5.652, "homo_lumo_gap_ev": [5.291, 5.249], "symbols": ["C", "O", "O", "O", "P", "S", "H", "H", "H", "H", "H"], "positions_angstrom": [[-1.9954, 0.7882, 0.4023], [2.2681, -0.9862, -1.4952], [1.0149, -0.9819, 0.6895], [-1.3200, -0.2910, -0.0411], [1.6142, 0.0203, -0.4452], [2.9643, 1.2112, 0.2049], [-2.8906, 0.4502, 0.7737], [-2.0040, 1.3495, -0.4131], [-1.4550, 1.2946, 1.3104], [1.7518, -1.7603, -1.8547], [0.0516, -1.0948, 0.8685]], "forces_ev_per_angstrom": [[3.544, -0.647, 3.864], [-1.039, -0.441, -1.104], [1.673, 0.568, -0.739], [2.503, -1.987, -0.581], [-0.993, -2.964, 3.053], [-0.881, 0.353, -0.556], [-2.841, -0.400, 0.704], [-1.150, 3.668, -3.055], [-0.822, -0.330, -1.347], [0.390, 1.206, 0.774], [-0.384, 0.974, -1.014]]}